{"formula": "C2H9N3", "method": "ωB97M-V with the def2-TZVPD basis set", "elements": ["C", "C", "N", "N", "N", "H", "H", "H", "H", "H", "H", "H", "H", "H"], "xyz": [[-0.790, 1.216, 0.110], [0.031, -0.055, -0.110], [-0.882, -1.171, -0.271], [0.973, -0.190, 1.012], [0.764, 0.073, -1.347], [-1.443, 1.102, 0.971], [-1.392, 1.393, -0.774], [-0.123, 2.056, 0.277], [-1.426, -1.326, 0.569], [-0.389, -2.024, -0.508], [0.499, -0.131, 1.905], [1.465, -1.077, 0.971], [1.341, -0.746, -1.509], [1.372, 0.880, -1.297]], "lumo_energy_ev": 0.95, "e_homo_ev": -8.78, "charge": 0, "gap_ev": 9.737, "smiles": "CC(N)(N)N"}

---

{"formula": "C2H9N3", "method": "ωB97M-V with the def2-TZVPD basis set", "elements": ["C", "N", "H", "H", "H", "C", "N", "N", "H", "H", "H", "H", "H", "H"], "xyz": [[0.179, -1.834, -0.648], [0.931, -2.155, 0.302], [-0.420, -2.547, -1.223], [0.224, -0.936, -1.435], [1.001, -3.154, 0.493], [0.310, 0.883, 1.160], [-0.150, 0.745, -0.218], [-0.983, 1.893, -0.573], [0.788, 1.851, 1.337], [1.044, 0.104, 1.350], [-0.549, 0.746, 1.816], [0.689, 0.800, -0.828], [-1.813, 1.838, 0.015], [-1.250, 1.766, -1.548]], "lumo_energy_ev": 1.06, "e_homo_ev": -7.81, "charge": 0, "gap_ev": 8.868, "smiles": "C=N.CNN"}

---

{"formula": "C2H9N3O", "method": "ωB97M-V with the def2-TZVPD basis set", "elements": ["H", "N", "C", "N", "N", "C", "H", "H", "H", "H", "H", "H", "O", "H", "H"], "xyz": [[0.235, -1.774, -0.745], [0.040, -1.072, -0.030], [1.011, -0.216, -0.075], [2.402, -0.632, -0.053], [0.765, 1.125, -0.064], [-0.567, 1.621, 0.202], [2.415, -1.227, 0.775], [2.502, -1.370, -0.753], [1.609, 1.668, -0.154], [-1.055, 1.306, 1.142], [-1.129, 1.271, -0.673], [-0.420, 2.671, 0.469], [-2.743, -0.859, 0.211], [-3.218, -1.661, -0.062], [-1.847, -0.851, -0.191]], "lumo_energy_ev": 0.74, "e_homo_ev": -8.82, "charge": 0, "gap_ev": 9.554, "smiles": "[H]/N=C(\\N)NC.O"}

---

{"formula": "C2H9N3O", "method": "ωB97M-V with the def2-TZVPD basis set", "elements": ["H", "N", "C", "N", "N", "C", "H", "H", "H", "H", "H", "H", "O", "H", "H"], "xyz": [[2.857, -1.003, 0.126], [1.979, -0.764, 0.566], [0.924, -0.726, -0.124], [0.839, -1.021, -1.512], [-0.222, -0.077, 0.348], [-0.397, 0.110, 1.738], [1.706, -0.872, -1.993], [0.072, -1.571, -1.858], [-0.991, 0.188, -0.249], [-0.404, 1.214, 2.035], [-1.258, -0.350, 2.230], [0.436, -0.207, 2.384], [-2.441, 1.875, -0.800], [-2.709, 2.485, -0.120], [-1.710, 2.091, -1.394]], "lumo_energy_ev": 0.75, "e_homo_ev": -8.45, "charge": 0, "gap_ev": 9.199, "smiles": "[H]/N=C(\\N)NC.O"}

---

{"formula": "C2H9N3O", "method": "ωB97M-V with the def2-TZVPD basis set", "elements": ["C", "O", "N", "N", "H", "H", "H", "H", "C", "N", "H", "H", "H", "H", "H"], "xyz": [[0.274, 1.681, -0.819], [2.093, -1.002, 0.503], [1.303, 0.153, 0.534], [0.767, 0.323, -0.648], [2.329, -1.155, -0.430], [1.106, 2.337, -1.070], [-0.237, 2.050, 0.078], [-0.440, 1.675, -1.642], [-1.321, -1.197, 0.113], [-0.971, -0.810, 1.389], [-1.325, 0.122, 1.591], [0.117, -0.621, 1.441], [-0.318, -0.485, -0.667], [-2.275, -0.836, -0.261], [-1.100, -2.237, -0.109]], "lumo_energy_ev": [0.30, 0.30], "e_homo_ev": [-8.32, -8.32], "charge": 0, "gap_ev": [8.623, 8.621]}

---

{"formula": "C2H9N3O", "method": "ωB97M-V with the def2-TZVPD basis set", "elements": ["H", "N", "C", "N", "N", "C", "H", "H", "H", "H", "H", "H", "O", "H", "H"], "xyz": [[-0.161, 0.494, -1.408], [0.339, 0.676, -0.547], [0.258, -0.195, 0.383], [0.978, -0.052, 1.541], [-0.582, -1.304, 0.350], [-1.744, -1.336, -0.628], [1.615, -0.760, 1.857], [1.254, 0.878, 1.798], [-1.089, -1.495, 1.201], [-2.119, -0.467, -1.162], [-1.333, -2.073, -1.328], [-2.587, -1.759, -0.064], [2.130, 2.391, -0.726], [1.270, 1.713, -0.650], [1.769, 3.289, -0.618]], "lumo_energy_ev": 0.66, "e_homo_ev": -9.20, "charge": 0, "gap_ev": 9.860, "smiles": "[H]/N=C(/N)NC.O"}

---

{"formula": "C2H9N3O", "method": "ωB97M-V with the def2-TZVPD basis set", "elements": ["C", "C", "N", "N", "N", "O", "H", "H", "H", "H", "H", "H", "H", "H", "H"], "xyz": [[-0.617, 0.128, 0.005], [2.056, 0.090, -0.740], [-0.023, -0.956, 0.611], [-1.890, -0.005, -0.570], [-0.536, 1.371, 0.695], [-0.951, -1.690, 1.392], [-0.564, -2.573, 1.409], [0.644, 0.180, -0.780], [-2.643, 0.441, -0.064], [-2.144, -0.958, -0.787], [-0.798, 2.159, 0.116], [0.400, 1.517, 1.046], [2.268, -0.766, -1.367], [2.235, 1.068, -1.175], [2.563, -0.004, 0.209]], "lumo_energy_ev": [0.06, 0.11], "e_homo_ev": [-8.01, -7.43], "charge": 0, "gap_ev": [8.072, 7.537]}

---

{"formula": "C2H9N3O", "method": "ωB97M-V with the def2-TZVPD basis set", "elements": ["N", "N", "C", "N", "C", "O", "H", "H", "H", "H", "H", "H", "H", "H", "H"], "xyz": [[-1.015, 0.460, -1.750], [-0.637, 1.254, -0.684], [-0.490, 0.308, 0.524], [0.328, -0.816, 0.326], [1.333, -1.129, 1.108], [1.991, -2.151, 0.809], [-0.625, 0.942, -2.602], [-2.109, 0.245, -1.742], [-1.392, 2.021, -0.270], [0.153, 1.825, -0.890], [-1.569, -0.006, 0.728], [-0.157, 1.034, 1.420], [0.152, -1.092, -0.604], [1.314, -0.546, 2.077], [2.724, -2.349, 1.551]], "lumo_energy_ev": -8.62, "e_homo_ev": -20.30, "charge": 2, "gap_ev": 11.683, "smiles": "N[NH2+]C/[NH+]=C/O"}

---

{"formula": "C2H9N3O", "method": "ωB97M-V with the def2-TZVPD basis set", "elements": ["C", "C", "N", "N", "N", "O", "H", "H", "H", "H", "H", "H", "H", "H", "H"], "xyz": [[0.533, 0.200, 0.199], [-0.917, -0.443, 0.448], [0.635, 1.469, 0.408], [1.553, -0.681, -0.023], [-1.942, -0.079, -0.554], [2.792, -0.169, -0.349], [-0.922, -1.552, 0.623], [-1.192, -0.008, 1.375], [-0.227, 1.929, 0.588], [1.502, 1.868, 0.495], [1.412, -1.725, -0.145], [-1.891, 0.945, -0.797], [-2.811, -0.382, -0.129], [-2.005, -0.625, -1.468], [3.479, -0.745, -0.670]], "spin_multiplicity": 3, "lumo_energy_ev": [-7.49, -12.20], "e_homo_ev": [-15.14, -21.18], "charge": 2, "gap_ev": [7.648, 8.974]}

---

{"formula": "C2H9N3OS", "method": "ωB97M-V with the def2-TZVPD basis set", "elements": ["C", "C", "N", "N", "N", "O", "S", "H", "H", "H", "H", "H", "H", "H", "H", "H"], "xyz": [[-0.985, 1.871, 1.924], [1.723, -1.707, -0.920], [-1.861, 1.247, 1.132], [-1.068, 0.142, -1.639], [0.343, -1.736, -0.560], [0.823, 0.732, 0.125], [-0.288, -0.158, -0.110], [-0.861, 1.430, 2.898], [-1.331, 3.057, 2.045], [0.078, 1.865, 1.520], [1.928, -1.237, -1.891], [2.460, -0.969, -0.384], [2.396, -2.613, -0.967], [-1.890, -0.503, -1.621], [-1.475, 1.122, -1.565], [0.007, -2.544, 0.012]], "lumo_energy_ev": [-0.66, -0.35], "e_homo_ev": [-8.58, -8.23], "charge": 0, "gap_ev": [7.923, 7.881]}

---

{"formula": "C2H9N4", "method": "ωB97M-V with the def2-TZVPD basis set", "elements": ["C", "C", "N", "N", "N", "N", "H", "H", "H", "H", "H", "H", "H", "H", "H"], "xyz": [[1.040, -2.938, 0.892], [0.582, 1.170, -0.198], [0.102, 1.688, -2.466], [1.057, 1.785, -1.470], [-0.545, 0.334, -0.687], [-1.023, 0.358, -1.724], [0.524, -2.047, 0.758], [1.981, -3.026, 0.273], [1.203, -3.136, 1.930], [1.393, 0.613, 0.353], [0.168, 1.956, 0.467], [0.543, 1.637, -3.389], [0.352, -3.758, 0.516], [-0.565, 2.574, -2.484], [1.832, 1.194, -1.720]], "spin_multiplicity": 3, "lumo_energy_ev": [-3.81, -8.61], "e_homo_ev": [-11.72, -15.60], "charge": 1, "gap_ev": [7.909, 6.985]}

---

{"formula": "C2H9N4O", "method": "ωB97M-V with the def2-TZVPD basis set", "elements": ["C", "C", "N", "N", "N", "N", "O", "H", "H", "H", "H", "H", "H", "H", "H", "H"], "xyz": [[-2.003, -1.383, 0.259], [-0.460, 0.396, 0.048], [-1.709, -0.154, 0.044], [0.021, 0.761, 1.288], [1.822, -0.880, 0.131], [-0.286, 1.590, -0.911], [0.748, -0.740, -0.747], [-3.095, -1.590, 0.291], [-1.333, -2.175, 0.618], [1.080, 0.542, 1.460], [-0.412, 0.241, 2.039], [1.644, -1.850, 0.692], [2.595, -0.995, -0.417], [0.109, 1.386, -1.894], [-1.083, 2.110, -1.233], [0.294, 2.278, -0.447]], "lumo_energy_ev": -3.98, "e_homo_ev": -13.38, "charge": 1, "gap_ev": 9.398}

---

ΔE to the lowest compared entry with this formula, charge and spin / eV: 0.006; 3.519; 1.632; 1.244; 5.295; 1.331; 5.812; 2.108; 0.679; 3.993; 3.517; 5.846